# C48H54Cl8F3N8NiO2

C48H54Cl8F3N8NiO2 as an isolated structure at a distorted geometry (ωB97M-V/def2-TZVPD, OMol25).

As for the spin multiplicity: 3. As for the HOMO energy (alpha / beta): -10.53 / -10.53 eV. For the HOMO-LUMO gap (alpha / beta), the calculation gives 4.2 / 4.2 eV. As for the charge: +1. Its expectation value of S² is 2.01. The calculation puts the total energy at -7938.784519 Eh.

Atoms and positions in Å:
Ni  27.13974  8.25756  -13.02289
C  28.34624  5.24185  -18.81958
O  27.25666  5.29090  -19.69113
O  27.92149  5.93100  -17.64521
C  28.84750  3.79694  -18.74931
F  28.97993  3.24271  -19.91816
F  30.01577  3.69355  -18.10028
F  27.95817  3.03357  -18.15164
C  27.24902  6.34737  -20.69483
C  25.89402  6.23376  -21.50325
H  25.70736  5.17667  -21.69253
H  25.06830  6.70172  -20.96725
H  26.02629  6.95779  -22.30723
H  28.06508  6.37733  -21.41681
H  27.40120  7.35338  -20.30383
H  29.14514  5.79925  -19.30861
N  28.00106  12.48472  -15.21937
C  27.23312  13.60227  -15.06282
C  27.45085  14.81787  -15.71551
C  28.47188  14.90838  -16.60842
C  29.36134  13.82131  -16.84086
C  29.07120  12.68460  -16.13730
H  26.49464  13.50804  -14.28040
H  26.77761  15.62295  -15.46056
H  28.54372  15.84583  -17.13987
H  30.15873  13.81512  -17.56924
H  29.74441  11.84410  -16.21956
N  26.27270  4.15631  -10.63228
C  26.59292  3.92277  -9.29573
C  26.37881  2.74210  -8.58150
C  25.81594  1.70198  -9.28725
C  25.42987  1.87187  -10.59876
C  25.65944  3.09098  -11.22483
H  26.92408  4.81514  -8.78541
H  26.71286  2.71724  -7.55476
H  25.76427  0.74026  -8.79856
H  24.90681  1.05869  -11.07995
H  25.46300  3.15313  -12.28500
N  22.66081  8.10308  -14.62556
C  22.32864  8.35503  -15.92854
C  21.05046  8.12612  -16.46658
C  19.99061  7.79950  -15.60708
C  20.27131  7.60089  -14.24547
C  21.60859  7.77584  -13.79550
H  23.15407  8.51349  -16.60674
H  20.88827  8.20753  -17.53121
H  19.00213  7.72108  -16.03507
H  19.45324  7.35937  -13.58303
H  21.92256  7.59498  -12.77811
N  25.17433  -6.20566  -19.90695
C  24.14142  -6.12459  -19.02311
C  24.10842  -5.19796  -17.95788
C  25.23178  -4.42816  -17.72075
C  26.35750  -4.49112  -18.60011
C  26.23918  -5.43704  -19.66263
H  23.29198  -6.78280  -19.13086
H  23.21620  -5.07333  -17.36221
H  25.23577  -3.65014  -16.97171
H  27.21588  -3.83582  -18.61344
H  26.99997  -5.63135  -20.40414
N  33.22429  -2.19257  -12.89881
C  34.34424  -2.91859  -12.54133
C  34.49694  -4.27174  -12.86797
C  33.34260  -4.90276  -13.40312
C  32.17177  -4.25545  -13.64827
C  32.12850  -2.87959  -13.41517
H  35.19399  -2.33621  -12.21702
H  35.40613  -4.81975  -12.66938
H  33.40353  -5.96760  -13.57285
H  31.34301  -4.83662  -14.02482
H  31.22549  -2.34388  -13.66816
N  34.83776  7.64303  -19.80682
C  35.19982  6.62318  -19.04054
C  35.49923  6.73153  -17.73036
C  35.58019  8.02393  -17.17073
C  35.31334  9.16609  -17.96910
C  34.86071  8.89185  -19.29305
H  35.20779  5.62486  -19.45247
H  35.70575  5.84165  -17.15431
H  35.95306  8.12324  -16.16201
H  35.30280  10.18959  -17.62453
H  34.47947  9.69949  -19.90032
N  31.75211  7.92797  -11.38372
C  32.37526  9.10549  -10.84373
C  33.60864  9.12959  -10.19075
C  34.28341  7.90561  -10.10614
C  33.76675  6.73741  -10.59091
C  32.52581  6.79474  -11.19047
H  31.84326  10.04419  -10.89073
H  34.11044  10.02624  -9.85812
H  35.29677  8.02568  -9.75249
H  34.37009  5.84213  -10.62016
H  32.15482  5.92787  -11.71707
N  32.49347  2.61170  -29.46166
C  31.16117  2.72121  -29.20797
C  30.58835  2.43488  -27.93369
C  31.41511  2.10644  -26.83934
C  32.75659  1.94178  -27.16976
C  33.27190  2.18039  -28.43055
H  30.53249  2.96216  -30.05243
H  29.51426  2.45872  -27.82336
H  31.04365  1.94841  -25.83762
H  33.38362  1.55172  -26.38168
H  34.30493  1.94729  -28.64253
C  22.31321  1.94376  -18.49490
Cl  21.20616  2.01625  -19.89877
Cl  21.40692  1.80595  -16.99030
H  23.02023  1.12858  -18.64883
H  22.86644  2.88223  -18.45866
C  31.91919  8.81461  -26.01235
Cl  33.55956  9.23887  -26.55640
Cl  30.93325  10.31083  -25.62053
H  31.46058  8.32237  -26.86994
H  32.02940  8.10625  -25.19126
C  22.16963  4.97083  -28.25089
Cl  23.72118  5.79417  -28.55622
Cl  21.98537  3.45673  -29.28491
H  22.20539  4.65033  -27.20968
H  21.32964  5.65600  -28.36512
C  36.76082  -1.38058  -17.72785
Cl  36.83762  -0.95819  -19.46543
Cl  38.32754  -1.09892  -17.02204
H  36.04124  -0.75191  -17.20340
H  36.61788  -2.44745  -17.55620

Cartesian forces (eV/Å) of the 2 atoms listed first:
Ni -0.010 -0.050 -0.042
C -1.139 2.073 -0.498

Atom charges from the Mulliken analysis, given in e for atoms 1 to 5: atom 1 (Ni): 0.969, atom 2 (C): -0.082, atom 3 (O): -0.299, atom 4 (O): -0.355, atom 5 (C): 0.855